--- one ---
C5H16N2O | wB97M-V/def2-TZVPD

Element x y z (Å)
C  1.6246  0.5031  -1.6501
C  1.4935  -0.1420  -0.2620
C  1.7679  -1.6655  -0.4219
C  0.1491  0.1105  0.4121
N  -0.0300  1.4959  0.9139
C  -1.0787  -0.2114  -0.4600
N  -2.1978  -0.6072  0.3745
H  1.5506  1.5906  -1.6008
H  2.5895  0.1895  -2.0378
H  0.7977  0.1408  -2.2588
H  2.2692  0.1293  0.4518
H  1.4905  -2.1738  0.4983
H  1.0778  -2.0238  -1.1900
H  2.8066  -1.8210  -0.6911
H  0.0594  -0.5704  1.2649
H  0.4618  2.0981  0.2576
H  0.5005  1.5741  1.7777
H  -1.3277  0.7373  -0.9471
H  -0.8552  -0.9101  -1.2709
H  -2.9500  -1.0956  -0.0789
H  -1.9190  -0.9736  1.2709
O  -3.0090  1.3048  2.2211
H  -2.2986  1.8049  1.7855
H  -2.9726  0.5154  1.6410

Calculated values
HOMO-LUMO gap ... 10.23 eV

--- two ---
C5H16N2O | wB97M-V/def2-TZVPD

Element x y z (Å)
C  -0.6303  1.3474  -1.8881
C  0.0554  1.1915  -0.5246
N  1.5337  1.2706  -0.6525
C  -0.2245  -0.3305  -0.0879
N  -0.5212  -0.2700  1.3945
C  0.2040  -1.5442  1.9844
C  -1.9813  -0.4304  1.6923
H  -1.7081  1.4667  -1.7676
H  -0.3903  1.9963  -2.6522
H  -0.5968  0.2950  -2.3248
H  -0.4739  1.8983  0.0841
H  1.8573  2.2058  -1.0363
H  2.0455  1.0501  0.1940
H  -1.1115  -0.7352  -0.5413
H  0.6665  -0.9932  -0.3340
H  1.1697  -1.7129  1.3402
H  -0.3254  -2.4001  1.7217
H  0.2951  -1.3931  3.0966
H  -2.3030  -1.4420  1.6628
H  -2.2187  0.0381  2.6853
H  -2.5166  0.1787  0.9053
O  2.2709  -0.8604  -1.8249
H  2.9974  -0.9193  -1.3210
H  1.9060  0.0929  -1.8059

Calculated values
HOMO-LUMO gap ... 9.67 eV

--- three ---
C5H16N2O | wB97M-V/def2-TZVPD

Element x y z (Å)
C  -0.7970  0.1710  -1.1873
N  -1.2805  -1.1944  -1.4009
C  -2.7421  -1.2499  -1.4958
C  0.6707  0.1301  -0.7675
C  0.8926  -0.6811  0.5129
C  0.3320  0.0880  1.7094
N  1.3658  0.2112  2.7389
H  -0.9749  0.7021  -2.1310
H  -1.2842  0.6815  -0.3643
H  -0.8252  -1.5546  -2.2297
H  -3.0862  -0.8395  -0.5410
H  -3.0465  -0.5940  -2.3154
H  -3.1853  -2.2297  -1.7132
H  1.2131  -0.1138  -1.6977
H  1.0809  1.2315  -0.4707
H  0.4797  -1.6726  0.3226
H  1.9777  -0.8135  0.6012
H  -0.5062  -0.4284  2.1890
H  -0.0423  1.0709  1.3376
H  0.7827  2.0582  -0.4941
H  0.8860  0.6667  3.5083
H  2.0410  0.8515  2.3174
H  3.4808  1.6795  0.9132
O  2.5675  1.8292  0.6582

Calculated values
HOMO-LUMO gap ... 6.31 eV

So which one wins? Going from most stable to least: one, two, three.

--- one ---
C5H16N2O | wB97M-V/def2-TZVPD

Element x y z (Å)
C  -1.3248  -1.5241  -0.5174
C  -0.1897  -0.5685  0.0139
C  1.1579  -0.8965  -0.6433
N  2.2276  -0.9334  0.3839
N  -0.5170  0.8394  -0.0995
C  -0.6307  1.3110  -1.4837
C  -1.5621  1.2630  0.8030
H  -2.1123  -1.4688  0.2386
H  -1.7016  -1.2706  -1.5045
H  -1.0204  -2.5682  -0.5294
H  -0.1054  -0.9270  1.0427
H  1.4412  -0.3069  -1.5117
H  1.0450  -1.8984  -1.0853
H  2.2580  -1.8392  0.8312
H  3.0699  -0.7473  -0.1203
H  0.3053  1.8020  -1.7511
H  -0.9097  0.5415  -2.2029
H  -1.4106  2.0699  -1.5332
H  -1.1440  1.3177  1.8085
H  -2.0727  2.1932  0.5455
H  -2.4650  0.6237  0.8810
O  1.9174  1.2461  2.4986
H  1.4427  1.3788  1.6762
H  2.3008  0.3627  2.2593

Calculated values
HOMO-LUMO gap ... 9.25 eV

--- two ---
C5H16N2O | wB97M-V/def2-TZVPD

Element x y z (Å)
C  0.7368  2.0011  0.4066
C  0.1053  0.6052  0.3612
C  -1.3127  0.7293  -0.1723
N  -2.3605  1.0344  0.8182
N  0.8284  -0.4024  -0.4161
C  1.0184  -0.0518  -1.8160
C  2.0753  -0.9205  0.2029
H  1.7439  1.9317  0.8260
H  0.7668  2.4773  -0.5710
H  0.2063  2.6182  1.1319
H  0.0475  0.3889  1.4488
H  -1.6809  -0.2055  -0.6328
H  -1.4048  1.4484  -1.0119
H  -2.0756  0.7078  1.7310
H  -2.6107  2.0110  0.8194
H  0.3254  -0.6351  -2.4236
H  0.7830  0.9918  -2.0568
H  2.0367  -0.1176  -2.1796
H  2.0312  -1.1094  1.2756
H  2.1333  -1.8913  -0.3510
H  2.9362  -0.3498  -0.1558
O  -1.0188  -2.7653  0.5681
H  -1.9641  -2.7429  0.6216
H  -0.5735  -2.0307  0.1436

Calculated values
HOMO-LUMO gap ... 9.50 eV

So which one wins? Going from most stable to least: one, two.

--- one ---
C5H16N2O | wB97M-V/def2-TZVPD

Element x y z (Å)
N  -1.7062  -0.8427  0.4986
C  -0.4772  0.0314  0.5971
C  0.6926  -0.6318  -0.1477
C  0.9556  -2.0668  0.3023
C  0.7290  -0.2896  -1.7102
C  -0.5094  1.5840  0.2895
N  0.7375  2.2409  0.6605
H  -2.1848  -0.5577  1.2877
H  2.1805  0.8734  2.9943
H  -0.2854  -0.0185  1.6869
H  1.5054  -0.1118  0.3108
H  0.0391  -2.7025  0.3302
H  1.4671  -2.1997  1.2415
H  1.5545  -2.5900  -0.4565
H  -0.2337  0.1820  -1.9169
H  0.7756  -1.2587  -2.2674
H  1.5119  0.4179  -1.9163
H  -1.3907  1.9317  0.8839
H  -0.7676  1.7268  -0.7993
H  2.5229  1.4972  2.8325
H  1.1281  2.4234  -0.1948
H  -2.3462  0.0850  -0.7260
H  -3.2126  -0.2267  -2.1207
O  -2.6861  0.5029  -1.6599

Calculated values
HOMO-LUMO gap ... 5.33 eV

--- two ---
C5H16N2O | wB97M-V/def2-TZVPD

Element x y z (Å)
C  1.8193  -0.2689  1.2669
C  0.4441  -0.1974  1.9351
N  -0.6309  0.5128  1.2774
C  -0.5941  1.9589  1.5058
C  -1.0601  0.0450  -0.0237
C  -0.4916  0.7271  -1.2745
N  -1.0401  0.2388  -2.5837
H  1.7885  -0.7443  0.2662
H  2.4373  -1.0259  1.7816
H  2.4549  0.6189  1.1520
H  0.0460  -1.2158  2.1419
H  0.6059  0.2618  2.9181
H  -0.3370  2.2886  2.4977
H  0.0378  2.4290  0.7728
H  -1.6503  2.3415  1.2772
H  -2.1805  0.2470  -0.0409
H  -1.0801  -1.0267  -0.1355
H  0.6426  0.5554  -1.4668
H  -0.5709  1.8278  -1.2865
H  -2.0550  0.3129  -2.4536
H  -0.9293  -0.7598  -2.7163
O  1.1540  -2.5474  -1.5270
H  0.4728  -2.2924  -2.1410
H  2.0510  -2.2257  -1.5435

Calculated values
HOMO-LUMO gap ... 8.77 eV

So which one wins? Going from most stable to least: two, one.

--- one ---
C2H6N4 | wB97M-V/def2-TZVPD

Element x y z (Å)
N  -2.0005  0.1356  -0.0207
N  -0.6438  0.0765  -0.4266
C  0.0832  -1.0996  -0.3562
C  1.3490  -0.9016  -0.0623
N  1.5741  0.5378  0.2985
N  0.2217  1.1099  0.1252
H  -2.0468  0.3562  1.0857
H  -2.2931  1.0883  -0.3254
H  -0.3448  -1.9101  -0.8992
H  2.1775  -1.5840  -0.0180
H  2.1030  0.9803  -0.4340
H  -0.1796  1.2107  1.0329

Calculated values
HOMO-LUMO gap ... 8.67 eV

--- two ---
C2H6N4 | wB97M-V/def2-TZVPD

Element x y z (Å)
C  0.6209  -1.3621  0.2255
C  1.4734  0.7399  -0.3109
N  -3.5470  -0.1955  -0.5093
N  -2.5568  0.2707  -0.1133
N  -1.8392  0.8967  0.6116
N  0.4830  -0.1334  0.3773
H  1.4612  -1.7400  -0.3902
H  -0.0763  -2.0004  0.7483
H  1.9989  1.2815  0.5180
H  2.0995  0.0244  -0.8923
H  0.7342  1.4530  -0.8839
H  -0.8518  0.7653  0.6191

Calculated values
HOMO-LUMO gap ... 10.04 eV

So which one wins? Going from most stable to least: two, one.

--- one ---
C2H10NS2 | wB97M-V/def2-TZVPD

Element x y z (Å)
C  -2.6914  1.8652  -1.0838
N  -1.9416  0.7449  -0.4066
H  -3.2109  2.2412  -0.1995
H  -3.3111  1.4545  -1.8850
H  -2.0370  2.6909  -1.4996
H  -0.8920  1.0302  -0.7461
H  -2.0330  0.9205  0.5845
H  -2.1357  -0.2137  -0.7096
C  1.5056  -2.2936  0.3693
S  0.7385  -0.8363  1.1642
S  0.9585  0.5995  -0.4483
H  0.9219  -3.2009  0.5556
H  1.8530  -2.2395  -0.6719
H  2.3316  -2.3344  1.0931
H  2.2980  0.4097  -0.3259

Calculated values
HOMO-LUMO gap ... 9.16 eV
Total charge ... +1

--- two ---
C2H10NS2 | wB97M-V/def2-TZVPD

Element x y z (Å)
C  0.7457  -1.3355  -3.1539
N  1.0029  -0.5576  -1.8710
H  1.2822  -2.2710  -3.1419
H  0.9694  -0.6832  -3.9938
H  -0.3188  -1.5770  -3.1939
H  1.2078  0.4238  -2.0756
H  0.2063  -0.6217  -1.2267
H  1.8309  -0.9513  -1.4317
C  0.0021  2.1738  1.5519
S  0.4200  0.3993  1.4381
S  -1.2239  -0.4062  0.4823
H  0.7832  2.7761  1.0969
H  -0.9584  2.3120  1.0560
H  -0.0818  2.4463  2.6074
H  -1.7787  -0.9538  1.5729

Calculated values
HOMO-LUMO gap ... 9.42 eV
Total charge ... +1

--- three ---
C2H10NS2 | wB97M-V/def2-TZVPD

Element x y z (Å)
C  1.6277  0.3134  1.8109
N  1.3768  0.8721  0.4230
H  2.0702  1.2517  2.2589
H  0.6911  -0.0417  2.2205
H  2.4658  -0.4955  1.8855
H  1.9603  1.3452  -0.2811
H  0.7097  1.7263  0.5725
H  0.7479  0.2147  -0.1637
C  -2.1754  -1.3169  -0.6498
S  -0.4915  -0.9232  -1.1069
S  -0.9321  0.8484  -2.1373
H  -2.4644  -0.4239  -0.1981
H  -2.2149  -2.1727  0.0946
H  -2.8677  -1.4685  -1.4506
H  -0.5036  0.2707  -3.2783

Calculated values
HOMO-LUMO gap ... 9.82 eV
Total charge ... +1

--- four ---
C2H10NS2 | wB97M-V/def2-TZVPD

Element x y z (Å)
C  -3.4330  -0.0309  0.2348
N  -2.1807  0.7238  -0.1923
H  -3.4680  0.0123  1.3193
H  -3.2587  -1.0560  -0.0658
H  -4.2812  0.4815  -0.1972
H  -2.3053  1.2010  -1.0914
H  -1.7379  1.4513  0.3773
H  -1.4408  0.0490  -0.4161
C  2.2490  -1.5838  0.0883
S  0.6157  -0.7648  0.0267
S  1.2152  1.2535  -0.0743
H  2.1361  -2.6385  0.3157
H  2.7869  -1.4381  -0.8461
H  2.8192  -1.0870  0.8716
H  2.4082  1.0947  0.5249

Calculated values
HOMO-LUMO gap ... 8.75 eV
Total charge ... +1

So which one wins? Going from most stable to least: two, four, three, one.

--- one ---
C5H2O | wB97M-V/def2-TZVPD

Element x y z (Å)
C  2.6094  -0.3781  -0.2659
C  1.6678  0.0729  0.3365
C  0.3838  0.4048  0.7050
C  -0.8251  0.4647  0.6553
C  -2.0965  0.1766  0.0067
O  -2.0847  -0.5145  -0.9848
H  3.3744  -0.8157  -0.8656
H  -3.0290  0.5891  0.4129

Calculated values
HOMO-LUMO gap ... 9.49 eV

--- two ---
C5H2O | wB97M-V/def2-TZVPD

Element x y z (Å)
C  2.5216  -0.3962  -0.2140
C  1.6476  0.4283  -0.3191
C  0.3650  0.9273  -0.2508
C  -0.8306  0.8091  -0.0942
C  -2.0204  0.0371  0.2288
O  -2.0431  -1.1432  -0.0354
H  3.2044  -1.2006  -0.0685
H  -2.8445  0.5382  0.7532

Calculated values
HOMO-LUMO gap ... 9.48 eV

So which one wins? Going from most stable to least: one, two.